{"formula": "C25H20Br2F6O8S", "method": "wB97M-V/def2-TZVPD", "gap_ha": 0.32251, "fmax_ev_per_a": 6.13, "homo_energy_ev": -9.62, "e_lumo_ev": -0.84, "species": ["C", "C", "Br", "C", "C", "C", "C", "O", "C", "C", "F", "F", "F", "O", "C", "O", "O", "C", "Br", "S", "O", "O", "C", "F", "F", "F", "H", "H", "H", "H", "H", "H", "H", "H", "H", "H", "H", "H", "C", "C", "C", "C", "C", "C", "C", "O", "C", "C", "C", "C", "C", "C", "C", "O", "H", "H", "H", "H", "H", "H", "H", "H"], "coordinates": [[-2.402, 1.095, 0.922], [-2.592, 0.166, -0.321], [-3.114, -1.590, 0.440], [-1.233, 0.117, -1.063], [-1.359, 0.204, -2.607], [-2.318, -0.913, -3.113], [-3.569, -0.376, -3.854], [-4.283, 0.610, -3.123], [-4.791, 1.662, -3.908], [-6.322, 1.668, -3.996], [-6.675, 2.684, -4.815], [-6.923, 1.908, -2.841], [-6.792, 0.557, -4.568], [-1.624, 1.518, -3.088], [-1.193, 1.604, -4.402], [-1.647, 2.233, -5.228], [-0.121, 0.721, -4.474], [0.081, 0.087, -3.234], [0.868, -1.697, -3.291], [1.461, 1.065, -2.456], [1.794, 0.619, -1.132], [2.621, 0.888, -3.276], [1.160, 2.893, -2.370], [0.146, 3.225, -1.597], [1.090, 3.466, -3.548], [2.237, 3.389, -1.782], [-2.091, 2.113, 0.636], [-1.556, 0.651, 1.486], [-3.266, 1.057, 1.598], [-3.429, 0.555, -0.916], [-0.643, -0.761, -0.753], [-0.674, 1.012, -0.736], [-1.821, -1.598, -3.824], [-2.674, -1.561, -2.296], [-4.248, -1.245, -3.984], [-3.265, -0.080, -4.875], [-4.502, 2.609, -3.411], [-4.398, 1.724, -4.935], [3.871, 0.088, 0.537], [5.176, -0.043, 1.007], [5.416, -0.581, 2.263], [4.352, -0.982, 3.062], [3.042, -0.829, 2.601], [2.807, -0.305, 1.336], [1.888, -1.205, 3.459], [0.747, -1.077, 3.057], [2.156, -1.735, 4.822], [1.089, -2.040, 5.660], [1.326, -2.547, 6.927], [2.631, -2.760, 7.361], [3.698, -2.453, 6.532], [3.466, -1.932, 5.264], [4.621, -1.573, 4.398], [5.761, -1.757, 4.778], [3.690, 0.497, -0.440], [6.007, 0.275, 0.390], [6.433, -0.685, 2.621], [1.795, -0.200, 0.976], [0.073, -1.878, 5.324], [0.494, -2.778, 7.580], [2.815, -3.163, 8.349], [4.713, -2.616, 6.873]], "nbo_charge": [-0.630, -0.224, -0.025, -0.482, 0.245, -0.494, -0.064, -0.536, -0.149, 0.950, -0.335, -0.310, -0.321, -0.536, 0.988, -0.492, -0.544, -0.001, 0.167, 2.011, -0.924, -0.898, 0.767, -0.295, -0.288, -0.291, 0.214, 0.225, 0.229, 0.244, 0.268, 0.237, 0.243, 0.255, 0.200, 0.179, 0.211, 0.210, -0.180, -0.195, -0.155, -0.156, -0.067, -0.180, 0.521, -0.538, -0.056, -0.176, -0.196, -0.193, -0.154, -0.152, 0.552, -0.527, 0.238, 0.217, 0.236, 0.241, 0.237, 0.218, 0.218, 0.239]}



{"formula": "C29H46BrN2O4S", "method": "wB97M-V/def2-TZVPD", "gap_ha": 0.26585, "fmax_ev_per_a": 8.64, "homo_energy_ev": -12.02, "e_lumo_ev": -4.79, "charge": 1, "species": ["C", "C", "C", "C", "C", "C", "C", "C", "C", "C", "C", "C", "C", "C", "C", "C", "N", "C", "C", "C", "C", "Br", "C", "C", "C", "S", "O", "O", "H", "H", "H", "H", "H", "H", "H", "H", "H", "H", "H", "H", "H", "H", "H", "H", "H", "H", "H", "H", "H", "H", "H", "H", "H", "H", "H", "H", "H", "H", "H", "H", "H", "H", "H", "H", "H", "H", "H", "H", "H", "C", "C", "C", "C", "C", "C", "N", "O", "O", "H", "H", "H", "H", "H"], "coordinates": [[-1.268, 5.278, -3.396], [-0.623, 4.921, -1.925], [0.059, 3.420, -1.833], [-0.955, 2.203, -2.318], [-0.774, 1.769, -3.892], [0.254, 0.467, -4.102], [-0.344, -0.934, -3.493], [-1.336, -1.765, -4.498], [-2.746, -1.014, -4.867], [-3.664, -0.583, -3.579], [-4.392, -1.881, -2.817], [-3.298, -2.410, -1.710], [-3.937, -3.139, -0.393], [-4.095, -2.199, 0.936], [-2.826, -1.215, 1.260], [-1.451, -1.868, 1.883], [-0.186, -1.037, 2.180], [-0.107, 0.459, 1.905], [1.221, 1.398, 2.152], [2.453, 0.654, 2.936], [3.374, -0.333, 2.001], [4.123, 0.541, 0.351], [-1.457, 1.242, 1.303], [-2.871, 0.428, 0.951], [-4.219, 1.122, 0.329], [-4.609, 2.833, 1.000], [-5.840, 3.354, 0.160], [-3.491, 3.883, 0.796], [-1.658, 6.394, -3.418], [-2.163, 4.540, -3.596], [-0.408, 5.183, -4.202], [-1.436, 5.057, -1.063], [0.228, 5.723, -1.688], [1.099, 3.375, -2.417], [0.352, 3.272, -0.686], [-2.076, 2.584, -2.175], [-0.762, 1.311, -1.561], [-0.247, 2.671, -4.433], [-1.838, 1.569, -4.336], [1.205, 0.737, -3.433], [0.652, 0.372, -5.200], [0.595, -1.643, -3.292], [-0.789, -0.689, -2.439], [-1.551, -2.882, -4.139], [-0.747, -1.891, -5.527], [-2.579, -0.100, -5.615], [-3.385, -1.799, -5.497], [-3.105, 0.125, -2.819], [-4.570, 0.055, -4.013], [-4.608, -2.766, -3.579], [-5.390, -1.480, -2.306], [-2.645, -3.239, -2.269], [-2.569, -1.522, -1.496], [-5.000, -3.588, -0.702], [-3.247, -4.042, -0.115], [-5.137, -1.665, 0.869], [-4.179, -2.945, 1.864], [-1.437, -3.021, 2.105], [0.653, -1.545, 2.564], [0.888, 2.383, 2.726], [1.554, 1.777, 1.070], [2.067, 0.104, 3.910], [3.182, 1.524, 3.308], [2.838, -1.365, 1.759], [4.322, -0.626, 2.665], [-1.364, 2.397, 1.091], [-5.211, 0.478, 0.488], [-4.089, 1.189, -0.848], [-5.082, 2.810, 2.347], [8.963, -3.047, 5.718], [8.422, -1.975, 6.429], [7.125, -1.536, 6.154], [6.375, -2.184, 5.163], [6.918, -3.256, 4.443], [8.217, -3.684, 4.725], [5.002, -1.743, 4.887], [4.564, -0.779, 5.533], [4.358, -2.363, 4.028], [9.972, -3.390, 5.940], [9.010, -1.483, 7.200], [6.718, -0.699, 6.717], [6.348, -3.765, 3.668], [8.646, -4.517, 4.173]], "mulliken_charge": [-0.866, -0.481, -0.238, 0.430, -0.393, -0.701, 0.235, -0.575, -0.724, 0.180, -0.612, 0.606, -0.636, -0.843, 0.060, -0.387, 0.038, 0.220, -0.068, -0.805, -0.350, -0.145, -0.359, 0.381, -0.214, 0.747, -0.577, -0.513, 0.352, 0.179, 0.218, 0.119, 0.382, 0.349, -0.181, 0.110, -0.345, 0.267, 0.178, 0.236, 0.345, 0.289, -0.521, 0.240, 0.372, 0.310, 0.379, -0.438, 0.325, 0.289, 0.258, 0.127, -0.554, 0.314, 0.339, 0.266, 0.386, 0.379, 0.242, 0.396, 0.048, 0.275, 0.355, 0.283, 0.141, 0.355, 0.278, 0.036, 0.198, -0.378, -0.488, -0.271, 0.120, -0.211, -0.513, 0.963, -0.570, -0.574, 0.374, 0.370, 0.419, 0.406, 0.367]}



{"formula": "C3H3NO3", "method": "wB97M-V/def2-TZVPD", "gap_ha": 0.34923, "de_lowest_kcal_mol": 108.0, "smiles": "O=COc1co[nH]1", "fmax_ev_per_a": 1.55, "homo_energy_ev": -8.75, "e_lumo_ev": 0.75, "species": ["O", "C", "O", "C", "C", "O", "N", "H", "H", "H"], "coordinates": [[1.322, -1.075, 1.324], [0.217, -1.502, 1.146], [-0.670, -0.994, 0.257], [-0.248, 0.122, -0.386], [0.790, 0.953, -0.466], [0.036, 1.942, -1.106], [-1.080, 0.895, -1.207], [-0.238, -2.362, 1.647], [1.867, 0.908, -0.424], [-1.997, 1.112, -0.785]], "nbo_charge": [-0.546, 0.642, -0.472, 0.296, -0.007, -0.337, -0.295, 0.134, 0.228, 0.358]}



{"formula": "C26H36ClN2O2", "method": "wB97M-V/def2-TZVPD", "gap_ha": 0.35111, "de_lowest_kcal_mol": 2.3, "smiles": "CC(C)[C@@H]1CC[C@@H](C)C[C@H]1OC(=O)Cn1cc(-c2ccc(Cl)cc2)[n+]2c1CCCCC2", "fmax_ev_per_a": 0.96, "homo_energy_ev": -11.68, "e_lumo_ev": -2.13, "charge": 1, "species": ["C", "C", "C", "C", "C", "C", "C", "C", "C", "C", "O", "C", "O", "C", "N", "C", "C", "C", "C", "C", "C", "Cl", "C", "C", "N", "C", "C", "C", "C", "C", "C", "H", "H", "H", "H", "H", "H", "H", "H", "H", "H", "H", "H", "H", "H", "H", "H", "H", "H", "H", "H", "H", "H", "H", "H", "H", "H", "H", "H", "H", "H", "H", "H", "H", "H", "H", "H"], "coordinates": [[1.397, 4.056, -1.069], [-0.069, 3.639, -0.915], [-0.273, 3.143, 0.520], [-0.460, 2.600, -1.993], [-0.279, 3.213, -3.391], [-0.684, 2.275, -4.522], [-2.146, 1.864, -4.389], [-2.572, 0.928, -5.514], [-2.320, 1.191, -3.030], [-1.917, 2.122, -1.887], [-2.230, 1.456, -0.630], [-1.601, 0.381, -0.253], [-0.717, -0.224, -0.799], [-2.147, -0.087, 1.126], [-1.133, -0.862, 1.780], [-0.219, -0.331, 2.648], [0.700, -1.298, 2.935], [1.854, -1.215, 3.826], [2.729, -0.136, 3.710], [3.818, -0.022, 4.551], [4.038, -0.985, 5.528], [5.392, -0.848, 6.576], [3.162, -2.055, 5.666], [2.077, -2.169, 4.819], [0.329, -2.407, 2.209], [-0.776, -2.123, 1.509], [-1.470, -3.083, 0.621], [-0.621, -3.452, -0.607], [0.506, -4.429, -0.285], [1.570, -3.865, 0.655], [1.080, -3.638, 2.087], [1.562, 4.624, -1.978], [1.692, 4.686, -0.234], [2.043, 3.181, -1.081], [-0.697, 4.525, -1.056], [0.223, 2.183, 0.666], [-1.327, 3.047, 0.764], [0.163, 3.857, 1.215], [0.197, 1.729, -1.902], [0.767, 3.482, -3.530], [-0.873, 4.128, -3.453], [-0.523, 2.776, -5.477], [-0.055, 1.382, -4.503], [-2.772, 2.763, -4.422], [-2.447, 1.415, -6.477], [-3.616, 0.645, -5.406], [-1.967, 0.023, -5.508], [-1.697, 0.295, -2.997], [-3.361, 0.892, -2.884], [-2.582, 2.991, -1.861], [-2.398, 0.783, 1.732], [-3.053, -0.675, 0.963], [-0.292, 0.672, 3.014], [2.560, 0.607, 2.946], [4.497, 0.810, 4.454], [3.329, -2.790, 6.438], [1.382, -2.984, 4.957], [-2.411, -2.651, 0.287], [-1.693, -3.994, 1.185], [-1.280, -3.915, -1.341], [-0.218, -2.539, -1.048], [0.991, -4.709, -1.220], [0.087, -5.339, 0.150], [2.398, -4.574, 0.701], [1.959, -2.927, 0.256], [1.936, -3.560, 2.758], [0.455, -4.476, 2.408]], "nbo_charge": [-0.609, -0.196, -0.617, -0.247, -0.396, -0.395, -0.215, -0.597, -0.425, 0.115, -0.495, 0.816, -0.614, -0.322, -0.291, -0.066, 0.209, -0.146, -0.121, -0.238, -0.010, 0.052, -0.223, -0.187, -0.309, 0.488, -0.459, -0.398, -0.400, -0.412, -0.228, 0.217, 0.214, 0.202, 0.199, 0.185, 0.209, 0.217, 0.221, 0.223, 0.200, 0.219, 0.198, 0.197, 0.218, 0.211, 0.203, 0.216, 0.214, 0.204, 0.255, 0.249, 0.250, 0.218, 0.241, 0.241, 0.222, 0.242, 0.241, 0.228, 0.236, 0.231, 0.200, 0.235, 0.216, 0.247, 0.218]}



{"formula": "C13H32O17S4V2", "method": "wB97M-V/def2-TZVPD", "s_squared": 2.077, "gap_ha": [0.19394, 0.20422], "multiplicity": 3, "fmax_ev_per_a": 7.74, "homo_energy_ev": [-15.00, -15.00], "e_lumo_ev": [-9.73, -9.45], "charge": 2, "species": ["O", "V", "O", "V", "C", "O", "O", "O", "O", "S", "O", "O", "C", "C", "C", "H", "H", "H", "H", "H", "H", "H", "H", "O", "S", "O", "O", "C", "C", "C", "H", "H", "H", "H", "H", "H", "H", "H", "O", "S", "O", "O", "C", "C", "C", "H", "H", "H", "H", "H", "H", "H", "H", "O", "S", "O", "O", "C", "C", "C", "H", "H", "H", "H", "H", "H", "H", "H"], "coordinates": [[2.954, -1.569, 1.096], [1.947, -0.377, 1.205], [1.010, 2.319, -1.874], [1.158, 0.781, -2.157], [-0.112, -0.901, -0.486], [0.167, -1.538, 0.602], [0.435, -1.138, -1.618], [0.087, 0.354, -0.267], [-0.829, 0.754, -3.389], [-1.471, -0.190, -4.319], [-2.715, -0.774, -3.889], [-1.786, 0.462, -5.775], [-1.733, 1.901, -5.945], [-3.164, 2.374, -6.280], [-0.332, -1.503, -4.847], [-0.945, 2.254, -6.606], [-1.467, 2.333, -4.976], [-3.414, 3.340, -5.836], [-3.901, 1.696, -5.859], [-3.279, 2.523, -7.352], [0.162, -1.995, -4.010], [0.417, -1.048, -5.494], [-0.953, -2.203, -5.401], [0.155, -6.801, -3.006], [0.454, -5.395, -2.891], [1.562, -4.834, -3.644], [-0.887, -4.562, -3.291], [-2.129, -4.944, -2.697], [-2.678, -3.591, -2.164], [0.573, -4.920, -1.150], [-2.176, -5.656, -1.869], [-2.816, -5.414, -3.400], [-1.885, -2.945, -1.801], [-3.398, -3.768, -1.362], [-3.261, -3.203, -2.996], [1.369, -5.518, -0.721], [-0.374, -5.120, -0.654], [0.650, -3.839, -1.254], [1.387, 1.773, 1.845], [1.102, 3.112, 2.367], [0.180, 3.260, 3.441], [2.575, 3.613, 2.807], [2.756, 4.919, 3.408], [3.783, 5.675, 2.572], [0.743, 4.222, 0.990], [3.155, 4.778, 4.410], [1.831, 5.490, 3.468], [3.561, 5.535, 1.510], [4.837, 5.421, 2.670], [3.715, 6.751, 2.739], [-0.200, 3.828, 0.610], [1.560, 4.020, 0.306], [0.651, 5.231, 1.379], [1.405, -0.969, 3.198], [0.638, -1.156, 4.423], [1.109, -2.058, 5.424], [0.320, 0.304, 4.955], [-0.202, 0.477, 6.284], [0.903, 1.043, 7.206], [-1.014, -1.731, 3.898], [-0.750, -0.348, 6.740], [-1.005, 1.208, 6.171], [1.853, 0.581, 6.949], [0.597, 0.973, 8.248], [1.015, 2.120, 7.066], [-1.270, -1.073, 3.068], [-1.691, -1.612, 4.737], [-0.939, -2.735, 3.489]], "nbo_charge": [-0.325, 1.712, -0.378, 1.725, 1.015, -0.670, -0.766, -0.738, -0.995, 2.341, -0.860, -0.677, -0.083, -0.644, -0.861, 0.210, 0.185, 0.231, 0.238, 0.234, 0.273, 0.250, 0.298, -0.901, 2.345, -0.916, -0.732, -0.092, -0.630, -0.870, 0.202, 0.213, 0.186, 0.220, 0.234, 0.268, 0.245, 0.232, -1.041, 2.386, -0.860, -0.710, -0.088, -0.641, -0.842, 0.221, 0.200, 0.202, 0.238, 0.243, 0.267, 0.251, 0.278, -0.997, 2.398, -0.846, -0.693, -0.097, -0.634, -0.848, 0.213, 0.212, 0.226, 0.244, 0.220, 0.243, 0.263, 0.270]}



Which formula does entry 4 have?
C26H36ClN2O2